This record from OMol25 describes an isolated molecule of C5H9ClN2. The level of theory is ωB97M-V/def2-TZVPD.

The geometry in ORCA input format:
```
! RIJCOSX wB97M-V def2-TZVPD def2/J DEFGRID3
* xyz 0 1
C -3.3602 0.5476 0.1660
C -2.3630 -0.2924 -0.1020
C -1.0139 0.2646 -0.1195
C 0.0515 -0.5735 -0.2265
C 2.4845 -0.7713 0.2855
N 1.4922 1.3665 -0.2485
N 1.4506 -0.0120 -0.2829
Cl 0.0135 -2.2513 -0.7982
H -4.3274 0.1034 0.2779
H -3.4589 1.6394 0.3539
H -2.3151 -1.3896 -0.2581
H -0.8275 1.2943 0.0028
H 1.9678 -1.6746 0.8041
H 3.1805 -1.3549 -0.3934
H 3.2717 -0.2680 1.0247
H 1.8766 1.7214 0.6635
H 1.8773 1.6503 -1.1494
*
```

Results
Energy: -765.490819 Eh
Structure (SMILES): C=C/C=C(\Cl)N(C)N
Orbital gap: 8.50 eV

Atom charges from the natural (NBO) analysis, given in e for atoms 1 to 8:
1. C -0.396
2. C -0.212
3. C -0.309
4. C 0.161
5. C -0.437
6. N -0.671
7. N -0.327
8. Cl -0.011